# 1
A structure of composition C24H26CoN3O8S2, computed with wB97M-V/def2-TZVPD.

Cartesian coordinates (Å):
Co1 0.5315 0.9080 0.3884
O1 -1.0553 -1.9874 2.3220
S1 -0.0655 -1.4336 1.4296
O2 0.8842 -2.4076 0.9180
O3 -0.7131 -0.6806 0.2602
O4 0.6810 -0.2438 2.0418
C1 -4.3954 -2.2041 4.6399
C2 -3.5446 -1.0330 4.2295
C3 -3.7381 -0.4035 3.0092
C4 -2.9089 0.6277 2.5998
C5 -1.8812 1.0471 3.4235
C6 -1.6735 0.4334 4.6486
C7 -2.5050 -0.5990 5.0447
S2 -0.8533 2.4151 2.9350
O5 -1.6504 3.6013 3.2031
O6 0.3781 2.2887 3.6747
N1 -0.6239 2.2594 1.3610
C8 -1.2619 3.2422 0.4996
C9 -0.3973 3.4205 -0.7574
O7 -0.5899 4.3562 -1.5287
O8 0.4724 2.4930 -0.9129
H1 -5.1443 -2.4277 3.8799
H2 -4.9162 -2.0129 5.5823
H3 -3.7827 -3.0968 4.7752
H4 -4.5145 -0.7610 2.3420
H5 -3.0228 1.0710 1.6202
H6 -0.8348 0.7461 5.2545
H7 -2.3203 -1.1045 5.9872
H8 -1.4085 4.2018 0.9945
H9 -2.2507 2.8983 0.1604
C10 3.5989 -2.8701 -2.3559
C11 2.2615 -2.7354 -1.6280
C12 1.1375 -2.2439 -2.5062
C13 0.5646 -3.1335 -3.4116
C14 -0.5279 -2.7750 -4.1783
C15 -1.0788 -1.5122 -4.0218
C16 -0.5406 -0.5943 -3.1295
C17 -1.1623 0.7643 -2.9920
C18 -0.4542 1.8157 -3.8442
C19 0.6039 -0.9490 -2.4059
N2 1.2232 -0.0153 -1.5442
C20 2.4328 0.3431 -1.7935
C21 3.1643 1.0551 -0.7983
C22 4.4825 1.5047 -0.7197
C23 4.6367 1.9989 0.5835
C24 3.4075 1.8158 1.2253
N3 2.5285 1.2476 0.3943
H10 4.3521 -3.3069 -1.6981
H11 3.9721 -1.9000 -2.6882
H12 3.5094 -3.5070 -3.2406
H13 2.3572 -2.0993 -0.7520
H14 1.9630 -3.7103 -1.2359
H15 0.9742 -4.1359 -3.4836
H16 -0.9702 -3.4843 -4.8689
H17 -1.9610 -1.2279 -4.5854
H18 -1.1295 1.0743 -1.9486
H19 -2.2179 0.6927 -3.2706
H20 0.5733 1.9386 -3.5045
H21 -0.9317 2.7902 -3.7432
H22 -0.4492 1.5212 -4.8976
H23 2.9195 0.0640 -2.7306
H24 5.2225 1.4618 -1.5045
H25 5.5250 2.4311 1.0189
H26 3.1176 2.0668 2.2335

Properties
- LUMO level (spin up / spin down): 4.705 / 4.251 eV
- Orbital gap (spin up / spin down): 7.217 / 6.744 eV
- Relative energy (zero: lowest compared OMol25 entry of this formula, charge and spin): 0.000 eV
- HOMO energy (spin up / spin down): -2.51 / -2.49 eV
- E: -105460.9356 eV
- Maximum force: 0.010 Eh/bohr
- ⟨S²⟩: 6.01
- Spin multiplicity: 5
- Total charge: -2

These are the Löwdin partial charges, in e, on atoms 1 to 5: atom 1 (Co): 0.90, atom 2 (O): -0.31, atom 3 (S): 0.33, atom 4 (O): -0.34, atom 5 (O): -0.39

---

# 2
A cluster of 3 separate species, C24H26F2N4O4S in total, computed with wB97M-V/def2-TZVPD.

Cartesian coordinates (Å):
C1 3.5541 -3.5840 2.9133
C2 2.4128 -3.2009 2.0195
O1 1.5523 -3.9405 1.6400
N1 2.3936 -1.7835 1.6711
C3 3.3853 -1.4692 0.6311
C4 4.4255 -0.4745 1.0477
O2 3.3313 -1.9950 -0.4408
C5 1.0976 -1.3211 1.3808
C6 0.7216 -0.5840 0.3389
C7 -0.6638 -0.0852 0.2423
O3 -0.9311 0.8172 -0.5249
C8 -1.7264 -0.7150 1.0778
C9 -3.1455 -0.4279 0.6900
C10 -4.0330 -1.6498 0.2292
N2 -5.0780 -1.9988 1.1838
N3 -4.7365 -1.3154 -1.0195
N4 -3.2046 -2.8224 0.0610
C11 -1.3422 -1.4201 2.1544
S1 -2.4880 -2.0408 3.3044
C12 0.1043 -1.6081 2.4744
O4 0.4859 -1.9648 3.5628
H1 4.4056 -2.9168 2.7897
H2 3.8496 -4.6103 2.7081
H3 3.1963 -3.5012 3.9409
H4 4.0004 0.2826 1.7035
H5 5.2034 -1.0042 1.6045
H6 4.8771 -0.0333 0.1619
H7 1.3883 -0.3019 -0.4647
H8 -3.0954 0.2729 -0.1417
H9 -3.6430 0.1113 1.5038
H10 -5.9633 -1.6319 0.8640
H11 -4.8882 -1.6640 2.1181
H12 -4.9743 -0.3316 -1.0683
H13 -4.1655 -1.5437 -1.8225
H14 -3.7893 -3.6465 0.0331
H15 -2.5962 -2.7776 -0.7472
H16 -1.5660 -2.6005 4.0968
F1 -3.9626 3.1128 1.2601
C13 -3.0224 4.0849 1.2207
C14 -1.7634 3.7667 0.7541
C15 -0.8061 4.7707 0.7199
C16 -1.1150 6.0558 1.1459
C17 -2.3917 6.3420 1.6099
C18 -3.3632 5.3514 1.6501
H17 -1.5491 2.7577 0.4293
H18 0.1867 4.5430 0.3538
H19 -0.3629 6.8328 1.1160
H20 -2.6364 7.3416 1.9445
H21 -4.3654 5.5493 2.0047
F2 2.8411 0.5788 -2.0827
C19 2.9508 0.2386 -3.3902
C20 2.6499 1.1911 -4.3416
C21 2.7739 0.8444 -5.6795
C22 3.1896 -0.4300 -6.0398
C23 3.4823 -1.3659 -5.0570
C24 3.3633 -1.0384 -3.7134
H22 2.3257 2.1760 -4.0345
H23 2.5449 1.5766 -6.4425
H24 3.2837 -0.6932 -7.0847
H25 3.8029 -2.3615 -5.3341
H26 3.5887 -1.7445 -2.9261

Properties
- SMILES: CC(=O)N(C(C)=O)C1=CC(=O)C(CC(N)(N)N)=C(S)C1=O.Fc1ccccc1.Fc1ccccc1
- LUMO level: -1.141 eV
- Orbital gap: 7.519 eV
- Relative energy (zero: lowest compared OMol25 entry of this formula, charge and spin): 2.670 eV
- HOMO energy: -8.66 eV
- E: -55729.8307 eV
- Maximum force: 0.012 Eh/bohr
- Spin multiplicity: 1

These are the Löwdin partial charges, in e, on atoms 1 to 5: atom 1 (C): 0.03, atom 2 (C): -0.44, atom 3 (O): 0.15, atom 4 (N): 0.06, atom 5 (C): -0.44

---

# 3
A cluster of 2 separate species, C24H26F3N3O5S3 in total at a distorted geometry, computed with wB97M-V/def2-TZVPD.

Cartesian coordinates (Å):
F1 2.7574 1.4021 0.8294
C1 2.8125 0.0362 0.7477
F2 4.0954 -0.3420 0.5573
F3 2.4021 -0.4710 1.9338
S1 1.7365 -0.4116 -0.6987
N1 1.5028 -2.1061 -0.2957
S2 2.6584 -3.4073 -0.8140
C2 3.3352 -4.1306 0.6976
C3 4.7299 -4.1565 0.7633
C4 5.3601 -4.8141 1.8218
C5 4.5947 -5.3894 2.8450
C6 3.1958 -5.3398 2.7862
C7 2.5649 -4.7017 1.7125
O1 1.8709 -4.3716 -1.5301
O2 3.7412 -2.7000 -1.4416
S3 -0.1334 -2.5428 0.0186
C8 -0.5067 -1.3322 1.2799
C9 -1.0189 -1.6970 2.5271
C10 -1.1766 -0.7070 3.5049
C11 -0.7624 0.6081 3.2575
C12 -0.3699 0.9630 1.9677
C13 -0.4155 0.0135 0.9473
O3 -0.9214 -2.2846 -1.1585
O4 -0.1353 -3.8385 0.6318
H1 5.3093 -3.6745 -0.0203
H2 6.4496 -4.8748 1.8262
H3 5.0925 -5.8679 3.6909
H4 2.5917 -5.8115 3.5647
H5 1.4845 -4.6552 1.6653
H6 -1.2736 -2.7406 2.7038
H7 -1.5776 -0.9670 4.4859
H8 -0.7406 1.3570 4.0575
H9 -0.0334 1.9764 1.7484
H10 -0.4978 0.2962 -0.1107
C14 -2.8434 0.7950 -4.3532
C15 -2.4371 0.0595 -3.0878
N2 -2.2835 0.8999 -1.8946
C16 -3.5453 1.1758 -1.1524
C17 -3.7044 0.4069 0.1478
C18 -1.1809 1.7527 -1.9006
C19 -0.9524 2.4850 -0.6860
N3 -0.7559 3.8523 -0.7609
C20 -0.1268 4.4208 -1.8412
C21 -0.0800 5.7932 -1.9658
C22 -0.5952 6.6054 -0.9511
C23 -1.1492 6.0013 0.1862
C24 -1.1863 4.6338 0.2949
O5 -0.4343 1.8000 -2.8986
H11 -2.9885 0.0601 -5.1509
H12 -3.7763 1.3560 -4.2189
H13 -2.0486 1.4811 -4.6600
H14 -3.2051 -0.6777 -2.8254
H15 -1.4786 -0.4566 -3.2344
H16 -3.6451 2.2616 -0.9775
H17 -4.3314 0.8738 -1.8601
H18 -4.7639 0.1668 0.2852
H19 -3.1336 -0.5264 0.1414
H20 -3.3889 1.0062 1.0063
H21 -1.4754 2.1991 0.2259
H22 0.2209 3.7164 -2.5800
H23 0.3560 6.1857 -2.8814
H24 -0.5694 7.6904 -1.0401
H25 -1.5916 6.5737 1.0041
H26 -1.6278 4.0910 1.1268

Properties
- LUMO level: 0.006 eV
- Orbital gap: 7.199 eV
- Relative energy (zero: lowest compared OMol25 entry of this formula, charge and spin): 0.000 eV
- HOMO energy: -7.19 eV
- E: -80671.8640 eV
- Maximum force: 0.050 Eh/bohr
- Spin multiplicity: 1

These are the Löwdin partial charges, in e, on atoms 1 to 5: atom 1 (F): 0.07, atom 2 (C): -0.77, atom 3 (F): 0.09, atom 4 (F): 0.10, atom 5 (S): 1.10

---

# 4
An isolated molecule of C24H26FNO3, computed with wB97M-V/def2-TZVPD.

Cartesian coordinates (Å):
C1 1.8381 1.7005 5.2373
H1 1.7199 1.0588 6.1090
O1 1.6110 0.8598 4.1236
C2 1.6897 1.3511 2.8692
C3 1.4560 0.4254 1.8449
C4 1.5134 0.7734 0.5152
C5 1.7956 2.0873 0.1370
C6 2.0199 3.0216 1.1463
C7 1.9747 2.6621 2.4750
F1 2.2166 3.6377 3.3886
H2 2.2353 4.0454 0.8804
C8 1.8702 2.5722 -1.2645
O2 1.9664 3.7583 -1.5082
C9 1.7889 1.5423 -2.3649
C10 0.2930 1.2163 -2.6210
N1 0.0957 0.2526 -3.6754
C11 0.6793 0.7227 -4.9171
C12 2.1703 1.0614 -4.7994
C13 2.3927 2.0648 -3.6711
H3 3.4598 2.2542 -3.5352
H4 1.9166 3.0156 -3.9189
H5 2.5225 1.4765 -5.7446
H6 2.7413 0.1507 -4.6031
H7 0.5197 -0.0365 -5.6866
H8 0.1302 1.6238 -5.2085
C14 0.4646 -1.1095 -3.3254
C15 -0.3281 -1.6063 -2.1474
C16 0.2934 -2.2549 -1.0877
C17 -0.4401 -2.7115 -0.0090
C18 -1.8200 -2.5215 0.0268
C19 -2.4481 -1.8699 -1.0364
C20 -1.7067 -1.4218 -2.1093
H9 -2.1854 -0.9129 -2.9320
H10 -3.5184 -1.7277 -1.0095
C21 -2.5855 -2.9902 1.1203
C22 -3.2312 -3.3978 2.0495
C23 -4.0633 -3.8803 3.1317
H11 -4.2007 -3.0771 3.8650
H12 -3.5689 -4.7183 3.6308
C24 -5.4349 -4.3456 2.6161
O3 -6.1677 -3.3281 1.9841
H13 -6.2278 -2.5695 2.5760
H14 -5.3047 -5.1228 1.8593
H15 -6.0060 -4.7670 3.4587
H16 0.0497 -3.2183 0.8099
H17 1.3635 -2.4156 -1.1088
H18 0.2323 -1.7341 -4.1960
H19 1.5405 -1.2283 -3.1143
H20 -0.1828 0.8472 -1.7106
H21 -0.2109 2.1411 -2.9176
H22 2.3073 0.6308 -2.0563
H23 1.3201 0.0077 -0.2177
H24 1.2258 -0.5863 2.1393
H25 1.1103 2.5139 5.2840
H26 2.8479 2.1176 5.2284

Properties
- SMILES: COc1ccc(C(=O)[C@@H]2CCCN(Cc3ccc(C#CCCO)cc3)C2)cc1F
- LUMO level: 0.441 eV
- Orbital gap: 8.836 eV
- Relative energy (zero: lowest compared OMol25 entry of this formula, charge and spin): 0.104 eV
- HOMO energy: -8.39 eV
- E: -35658.0297 eV
- Maximum force: 0.019 Eh/bohr
- Spin multiplicity: 1

These are the Löwdin partial charges, in e, on atoms 1 to 5: atom 1 (C): -0.07, atom 2 (H): 0.09, atom 3 (O): -0.06, atom 4 (C): -0.21, atom 5 (C): 0.02